# C34H41As2CaN3O8P2S

A molecular structure, C34H41As2CaN3O8P2S (the ωB97M-V functional and the def2-TZVPD basis, the OMol25 dataset).

The geometry in ORCA input format:
```
! wB97M-V def2-TZVPD RIJCOSX def2/J DEFGRID3
* xyz 2 1
As -1.7446 3.4719 2.5816
As 0.2811 0.4623 1.4096
Ca 0.5825 0.0006 -1.6615
S 1.5159 -1.6999 -6.2649
P 0.5429 -2.7913 -1.5707
P -2.1741 -1.1340 -2.0186
O -2.8299 -0.9367 3.5185
O -0.5020 2.0290 -1.0410
O -3.9731 1.9251 4.3320
O 0.6425 3.3266 4.6115
O -0.5379 4.0789 -0.2416
O -0.9347 -1.7211 2.6542
O -2.2462 1.2135 5.5096
O 2.2967 2.8266 3.1338
N 1.0026 -0.5885 -4.0345
N 4.3756 0.8897 -3.5335
N 2.6660 0.7259 -2.1648
C -2.7100 1.5046 4.4719
C -3.8626 -0.4310 -2.4484
C 0.1452 3.1441 2.3210
C -1.3495 -3.0619 3.0434
C 1.9137 -3.7060 -2.3519
C 3.7206 2.0345 -0.2409
C 1.5003 3.3682 5.7555
C 3.6680 1.4844 -1.5026
C 0.2917 2.3857 1.2275
C 0.4586 -1.2730 -5.0173
C 4.7244 1.6265 -2.4158
C -0.8923 -3.5691 -2.4264
C -3.0967 -4.8755 -3.3909
C 3.1403 0.4406 -3.3652
C 5.9054 2.2882 -2.0976
C 1.7545 -0.0929 2.5039
C -1.7682 -0.7507 3.0029
C -2.1097 -2.8650 -2.5788
C -3.2027 -3.5411 -3.0794
C -1.2228 0.5867 2.7003
C -1.8118 1.6440 3.2144
C 0.4808 -3.6414 0.1154
C 2.7712 -0.9012 -5.4552
C 1.1431 3.0608 3.4377
C -0.7720 2.6699 -2.2949
C 2.3250 -0.3578 -4.3233
C -2.5356 -1.3063 -0.2420
C -4.6820 1.7169 3.0624
C -1.8757 -5.5433 -3.4208
C 4.8463 2.7564 0.0404
C -0.3656 2.9527 -0.0016
C -0.7863 -4.8399 -2.9062
C 5.9312 2.8838 -0.8513
C -1.9070 4.4533 4.3020
H -0.4472 -3.6354 3.1606
H -4.2085 -3.0097 -3.0724
H 2.9477 1.8744 0.5055
H 1.8291 -4.7852 -2.3963
H 2.0569 4.3034 5.8307
H -1.7118 -1.7332 0.3111
H -0.9632 4.6236 4.7518
H -3.9661 1.3435 2.3550
H 0.8657 3.3418 6.6261
H 1.4300 -3.5197 0.6401
H 1.9004 -1.1771 2.2917
H -5.1705 2.6563 2.7351
H 0.1358 3.3036 -2.5350
H -2.5459 3.9072 4.9412
H -3.6772 0.6683 -2.3382
H 4.9150 3.1968 1.0700
H -0.3594 -3.3987 0.7635
H -0.9800 1.8596 -3.0099
H -4.1088 -0.5361 -3.5043
H 3.7732 -0.8656 -5.9091
H 4.9711 0.7711 -4.3132
H -0.5581 -1.6652 -5.0215
H 0.3306 -4.7040 -0.0398
H -2.7730 -0.3168 0.1713
H -1.7969 -6.5815 -3.8177
H 2.6139 0.5103 2.3424
H 1.8596 -3.3550 -3.3783
H -4.6073 -0.7990 -1.7738
H -1.9766 -3.4853 2.2070
H -2.3996 5.3754 4.0479
H 6.8205 3.3637 -0.5126
H -4.0423 -5.3443 -3.5630
H 2.8988 -3.4985 -1.9069
H -1.6475 3.3139 -2.3112
H 0.1428 -5.3873 -2.8609
H -1.9406 -3.0166 3.9243
H -3.4283 -1.9704 -0.0642
H 6.7132 2.4076 -2.8161
H -5.4076 0.9386 3.2203
H 1.5195 0.0953 3.5620
H 2.2592 2.6057 5.6790
*
```

The energy relative to the best compared isomer or geometry (same formula, charge and spin) is 8.1 kcal per mole. The LUMO energy comes out at -5.81 eV. The highest occupied orbital energy comes out at -0.4965 Ha. Its orbital gap is 7.7 eV.

---

# C30H22F5N5OPt

A molecular structure, C30H22F5N5OPt (the ωB97M-V functional and the def2-TZVPD basis, the OMol25 dataset).

The geometry in ORCA input format:
```
! wB97M-V def2-TZVPD RIJCOSX def2/J DEFGRID3
* xyz 1 2
Pt -0.2814 0.2479 0.1556
F 0.8640 -0.2851 2.5513
F -6.1828 -3.5427 -0.7512
F -7.0707 -1.5696 -0.6900
F -6.2985 -2.3529 -2.5578
F -0.5373 1.3668 2.7091
O 0.0280 -2.3727 0.4334
N 1.8168 -0.4114 -0.6628
N 1.0341 1.8036 0.4461
N -1.5806 2.1764 0.0317
N -0.8599 -3.2433 0.8114
N -2.2470 -0.7325 -0.2428
C -6.0927 -2.2958 -1.2405
C -2.5294 -1.0649 -1.5018
C 4.0992 -0.2051 0.1054
C -2.5669 -4.8152 0.2961
C -2.7359 -5.1023 1.6421
C 0.6234 5.4244 1.2607
C -2.8667 2.3081 -0.1935
C 4.5787 1.5477 1.6631
C 3.2456 2.0206 1.5616
C 0.5210 3.0677 0.6645
C 2.7720 0.2461 0.0377
C -1.6238 -3.8891 -0.0964
C -0.7319 5.5539 1.2562
C -3.5858 3.4704 0.1331
C 5.0162 0.4863 0.9343
C -1.5144 4.4593 0.8319
C -2.9131 4.5326 0.6619
C 2.3520 1.4256 0.7095
C -4.7353 -1.7118 -0.9101
C 4.4274 -1.3554 -0.6440
C 2.1520 -1.4804 -1.3472
C -3.7675 -1.5591 -1.8829
C -1.0072 -3.5180 2.1275
C 1.2543 4.2041 0.9317
C -3.1953 -0.8570 0.6845
C -1.9367 -4.4394 2.5606
C -0.8862 3.2349 0.5224
C 3.4657 -1.9781 -1.3851
C -0.3355 0.1614 2.1379
C -4.4538 -1.3532 0.3961
H -0.3331 -2.9800 2.7776
H -5.2019 -1.4448 1.1726
H -3.4606 -5.8373 1.9642
H 1.3612 -1.9782 -1.8926
H -1.2133 6.4882 1.5139
H 5.2544 2.0387 2.3513
H 1.2412 6.2753 1.5171
H -3.3803 1.4856 -0.6755
H 3.6914 -2.8502 -1.9827
H -2.0188 -4.6385 3.6200
H -3.4332 5.4438 0.9318
H -1.7387 -0.9233 -2.2285
H -2.9409 -0.5302 1.6844
H 2.9192 2.8187 2.2098
H 6.0371 0.1347 1.0117
H -3.1584 -5.3109 -0.4613
H 2.3294 4.1692 0.8683
H -3.9695 -1.8129 -2.9141
H -1.4183 -3.6326 -1.1235
H -4.6498 3.5078 -0.0556
H -1.1161 -0.5111 2.5041
H 5.4414 -1.7364 -0.6127
*
```

The energy relative to the best compared isomer or geometry (same formula, charge and spin) is 45.1 kcal per mole. The LUMO energy (spin up / spin down) comes out at -3.21 / -3.49 eV. The highest occupied orbital energy (spin up / spin down) comes out at -0.3511 / -0.3505 Ha. Its orbital gap (spin up / spin down) is 6.3 / 6.1 eV.

---

# C6H12N2O2

C6H12N2O2 in the gas phase (the ωB97M-V functional and the def2-TZVPD basis, the OMol25 dataset).

The geometry in ORCA input format:
```
! wB97M-V def2-TZVPD RIJCOSX def2/J DEFGRID3
* xyz 0 1
O 2.5780 -0.0900 0.3013
O 1.7735 1.8318 1.1125
N 0.3674 2.2607 -1.0036
N -0.7920 -1.1642 0.1201
C -0.7608 0.2443 0.0357
C 1.7851 0.7989 0.3021
C -0.6654 -1.8561 1.3834
C 0.6397 0.8615 -0.6989
C -1.7182 0.9509 0.5496
C -0.1536 -1.8845 -0.9561
H 0.4203 -1.8769 1.6028
H 0.8464 0.1972 -1.5321
H -1.1141 -1.3525 2.1399
H -2.6672 0.7747 1.0127
H 1.2065 2.6624 -1.4414
H -1.1732 -2.8407 1.4093
H -0.4427 -2.8601 -1.1121
H -1.5829 1.9502 0.2977
H 1.1537 2.3807 0.7172
H 0.9356 -1.9693 -0.7037
H -0.4189 2.2991 -1.6563
H -0.2172 -1.3181 -1.8799
*
```

The energy relative to the best compared isomer or geometry (same formula, charge and spin) is 58.0 kcal per mole. The LUMO energy comes out at 0.67 eV. The highest occupied orbital energy comes out at -0.2954 Ha. Its orbital gap is 8.7 eV.

---

# C9H11N3

C9H11N3 in the gas phase (the ωB97M-V functional and the def2-TZVPD basis, the OMol25 dataset).

The geometry in ORCA input format:
```
! wB97M-V def2-TZVPD RIJCOSX def2/J DEFGRID3
* xyz 0 1
N 1.1607 -2.7276 1.7812
N 2.1929 -1.9829 1.8500
N -0.6952 1.5284 0.5349
C -1.3739 0.6968 -0.5004
C -0.0512 -2.3517 1.2776
C 2.0706 -0.7694 1.3078
C -1.6090 -0.6341 0.1775
C 0.8728 -0.3042 0.7178
C -0.5779 0.8751 -1.8121
C -0.2317 -1.0240 0.7772
C 0.8194 1.1447 -1.3597
C 0.7236 1.0618 0.2113
H -0.8484 2.4962 0.3369
H 1.1027 2.1251 -1.6720
H -2.0203 -1.5155 -0.4353
H -0.9791 1.6781 -2.3999
H 1.6059 0.4303 -1.7586
H -2.4192 1.1318 -0.7052
H 1.4092 1.8395 0.4802
H -0.8496 -3.0526 1.3408
H -0.8900 -0.0466 -2.4437
H 2.9711 -0.1355 1.2396
H -2.3834 -0.4636 1.0543
*
```

The energy relative to the best compared isomer or geometry (same formula, charge and spin) is 65.4 kcal per mole. The LUMO energy comes out at 0.67 eV. The highest occupied orbital energy comes out at -0.3165 Ha. Its orbital gap is 9.3 eV.

---

# C19H42IrNO3P3

A molecular structure, C19H42IrNO3P3 (the ωB97M-V functional and the def2-TZVPD basis, the OMol25 dataset).

The geometry in ORCA input format:
```
! wB97M-V def2-TZVPD RIJCOSX def2/J DEFGRID3
* xyz 3 5
Ir -0.3950 -0.0380 0.0339
P -1.9199 -0.7782 -1.1679
P 1.2776 1.0770 -1.3540
P -1.2089 -0.2884 2.2201
O 0.7955 -2.1569 0.3612
O -2.4393 2.7119 -0.9868
O -0.8063 2.4363 0.5696
N -0.9870 4.8211 1.4795
C -1.7480 -2.0363 2.3800
C 2.1894 -5.0321 -1.4911
C -1.9034 4.5606 0.3385
C 3.0744 -2.6349 -0.3783
C -1.7763 -2.5631 -1.0915
C -1.6998 3.1064 -0.0677
C -2.7275 0.7341 2.4726
C -3.5271 -0.2540 -0.5962
C 0.5341 2.3650 -2.4681
C 2.8167 1.9996 -0.8990
C -1.6730 -0.1958 -2.8351
C 3.9080 -3.3845 -1.1763
C -0.4559 -0.0387 3.8857
C 2.3160 0.2529 2.0274
C 1.9833 -0.1373 -2.5494
C 1.3093 -4.2819 -0.6929
C 1.7314 -3.0267 -0.2381
C 1.8420 1.5284 2.2145
C 3.4660 -4.5907 -1.7640
H 3.4374 -1.7527 0.1437
H 1.2008 -0.7606 -2.9982
H -0.6397 0.9890 4.2428
H 2.5476 3.0361 -0.6394
H 1.8928 2.2801 1.3866
H 1.8515 -5.9882 -1.9012
H 1.8792 -0.6482 2.5165
H -2.7988 -2.9429 -0.9712
H -1.9773 0.8584 -2.8407
H 3.3655 1.5638 -0.0614
H -2.3490 -0.8261 -3.4176
H -2.9214 4.7652 0.6414
H -1.3000 -2.8902 -2.0145
H 0.9390 -1.1016 -0.0651
H -0.4322 5.6698 1.3452
H -3.0030 1.2287 1.5353
H -1.6523 5.2320 -0.4873
H -3.5553 0.1114 2.8193
H -4.2195 -0.7560 -1.2688
H 0.3347 -4.6706 -0.4500
H 2.6736 -0.7941 -2.0053
H -3.5633 0.8395 -0.6988
H 2.9479 -0.0521 1.1544
H -0.5476 2.3694 -2.3431
H -3.7231 -0.5500 0.4520
H -2.6246 -2.2581 1.7512
H -0.6406 -0.3018 -3.1776
H 4.9182 -3.0691 -1.3676
H -2.5386 1.5137 3.2213
H -0.9112 -2.6652 2.0707
H -1.1393 -2.8363 -0.2481
H 0.9149 1.7079 2.8003
H 0.9174 3.3528 -2.1920
H 0.8031 2.1632 -3.5074
H 3.5124 2.0629 -1.7687
H 2.5331 0.3896 -3.3409
H -0.9435 -0.7198 4.6208
H -0.3984 3.9612 1.5715
H -1.5415 4.9717 2.3276
H 0.6226 -0.2232 3.9136
H -1.9920 -2.2433 3.4351
H 4.1440 -5.1722 -2.4110
*
```

The energy relative to the best compared isomer or geometry (same formula, charge and spin) is 27.9 kcal per mole. The LUMO energy (spin up / spin down) comes out at -8.32 / -12.44 eV. The highest occupied orbital energy (spin up / spin down) comes out at -0.5682 / -0.6634 Ha. Its orbital gap (spin up / spin down) is 7.1 / 5.6 eV.

---

# C6H14Si

2 unconnected molecules or ions with the total composition C6H14Si (the ωB97M-V functional and the def2-TZVPD basis, the OMol25 dataset).

The geometry in ORCA input format:
```
! wB97M-V def2-TZVPD RIJCOSX def2/J DEFGRID3
* xyz 0 1
Si 0.6201 1.7244 0.1209
C -1.7602 0.7574 -1.3020
C -2.0308 1.2833 1.1751
C 2.1223 -1.9069 1.3719
C 1.4623 -1.6624 0.2866
C -1.1634 1.2347 -0.0308
C 1.3086 -2.1310 -1.0850
H -1.5257 0.8529 2.0445
H -1.3811 1.3230 -2.1529
H 2.1740 -2.7213 -1.4118
H -1.4955 -0.2912 -1.4772
H 0.4153 -2.7546 -1.1710
H 0.7276 3.2014 0.1145
H -2.8480 0.8234 -1.2848
H 1.1994 -1.2866 -1.7666
H 1.1828 1.2639 1.3905
H -2.2587 2.3212 1.4378
H 1.3799 1.2259 -1.0266
H -2.9762 0.7614 1.0261
H 1.9568 -1.3392 2.2765
H 2.8903 -2.6798 1.4644
*
```

The energy relative to the best compared isomer or geometry (same formula, charge and spin) is 111.2 kcal per mole. The LUMO energy (spin up / spin down) comes out at 0.11 / 0.54 eV. The highest occupied orbital energy (spin up / spin down) comes out at -0.2740 / -0.3028 Ha. Its orbital gap (spin up / spin down) is 7.6 / 8.8 eV.

---

# CHClF3N

CHClF3N in the gas phase (the ωB97M-V functional and the def2-TZVPD basis, the OMol25 dataset).

The geometry in ORCA input format:
```
! wB97M-V def2-TZVPD RIJCOSX def2/J DEFGRID3
* xyz 0 1
Cl 0.9494 -1.7459 0.2651
F -0.9597 -0.3316 1.1960
F -1.1912 -0.9850 -0.8170
F -0.2994 1.8948 0.0955
N 0.3844 0.8612 -0.5254
C -0.3188 -0.6073 0.0518
H 1.4352 0.9138 -0.2661
*
```

The energy relative to the best compared isomer or geometry (same formula, charge and spin) is 16.1 kcal per mole. The LUMO energy comes out at 0.67 eV. The highest occupied orbital energy comes out at -0.3841 Ha. Its orbital gap is 11.1 eV.

---

# C2O4Yb

A molecular structure, C2O4Yb (the ωB97M-V functional and the def2-TZVPD basis, the OMol25 dataset).

The geometry in ORCA input format:
```
! wB97M-V def2-TZVPD RIJCOSX def2/J DEFGRID3
* xyz 0 1
Yb 0.5004 1.3282 -0.3860
O -1.8069 0.5968 -0.0913
O 2.5820 0.8697 0.2425
O 2.7084 -1.3703 0.1154
O -3.5346 -0.9071 0.2264
C -2.6282 -0.2116 0.1255
C 2.1790 -0.3057 -0.2325
*
```

The energy relative to the best compared isomer or geometry (same formula, charge and spin) is 1.8 kcal per mole. The LUMO energy (spin up / spin down) comes out at -1.06 / -1.06 eV. The highest occupied orbital energy (spin up / spin down) comes out at -0.2304 / -0.2304 Ha. Its orbital gap (spin up / spin down) is 5.2 / 5.2 eV.

---

Q: What is the energy relative to the best compared isomer or geometry (same formula, charge and spin) in the fourth record?
A: 65.4 kcal per mole

---

Q: What is the energy relative to the best compared isomer or geometry (same formula, charge and spin) in the second record?
A: 45.1 kcal per mole